(1)
Entry from the Open Molecules 2025 dataset: an isolated ion of composition C5H8O2P and charge -1 in a non-equilibrium geometry (the ωB97M-V functional and the def2-TZVPD basis).

* energy relative to the best compared isomer or geometry (same formula, charge and spin): 223.8 kJ/mol
* HOMO-LUMO gap: 6.54 eV
* structure (SMILES): C=C[C@H]1C[C@@H]1P([O-])O
* HOMO level: -2.72 eV
* total energy: -18697.7951 eV
* F_max: 3.96 eV/A
* net charge: -1

Last column: natural (NBO) charge in e.
Positions of all 16 atoms, in Å:
C (2.65501, 0.86888, -0.33677)  -0.512
C (1.64716, 0.21406, 0.22692)  -0.152
C (0.69385, -0.55675, -0.57012)  -0.313
C (-0.21690, -1.63152, 0.00992)  -0.437
C (-0.82570, -0.24863, 0.23805)  -0.505
P (-2.60474, 0.28311, -0.50687)  1.308
O (-3.45033, -0.68582, 0.16317)  -1.194
O (-2.78138, 1.59241, 0.49239)  -1.041
H (3.34659, 1.50892, 0.30958)  0.193
H (2.75427, 0.59227, -1.39805)  0.187
H (1.47405, 0.38428, 1.28333)  0.190
H (0.73500, -0.40202, -1.69065)  0.214
H (-0.60160, -2.38542, -0.71306)  0.219
H (0.06808, -2.08614, 1.01137)  0.192
H (-0.61802, 0.20978, 1.25824)  0.189
H (-2.27533, 2.34260, 0.22257)  0.461

=====

(2)
Entry from the Open Molecules 2025 dataset: C5H8O2S in the gas phase in a non-equilibrium geometry (the ωB97M-V functional and the def2-TZVPD basis).

* energy relative to the best compared isomer or geometry (same formula, charge and spin): 664.3 kJ/mol
* HOMO-LUMO gap: 7.32 eV
* structure (SMILES): O=C[C@@H]1OCCCS1
* HOMO level: -8.39 eV
* total energy: -20238.0432 eV
* F_max: 10.43 eV/A

Last column: natural (NBO) charge in e.
Positions of all 16 atoms, in Å:
O (-0.66604, 0.59390, 1.91649)  -0.585
C (0.69193, 0.93352, 1.37276)  0.400
C (1.48045, 0.05875, 0.50033)  -0.188
O (1.21239, 0.80394, -0.77745)  -0.500
C (-0.11609, 0.75900, -1.19370)  -0.088
C (-0.88694, -0.68115, -1.12337)  -0.456
C (-0.60627, -1.31404, 0.37012)  -0.649
S (1.21756, -1.80173, 0.56560)  0.195
H (1.10394, 2.07296, 1.39382)  0.217
H (2.44792, 0.46850, 0.84011)  0.242
H (-0.64663, 1.55462, -0.57399)  0.169
H (0.04553, 1.20956, -2.14369)  0.204
H (-0.77259, -1.42275, -2.01171)  0.231
H (-2.12015, -0.45792, -1.00936)  0.221
H (-0.89234, -0.65349, 1.39068)  0.352
H (-1.49267, -2.12366, 0.48335)  0.235

=====

(3)
Entry from the Open Molecules 2025 dataset: C5H8O2S in the gas phase in a non-equilibrium geometry (the ωB97M-V functional and the def2-TZVPD basis).

* energy relative to the best compared isomer or geometry (same formula, charge and spin): 125.6 kJ/mol
* HOMO-LUMO gap: 8.59 eV
* structure (SMILES): C/C=C(/OC)C(O)=S
* HOMO level: -8.63 eV
* total energy: -20243.6267 eV
* F_max: 1.34 eV/A

Last column: natural (NBO) charge in e.
Positions of all 16 atoms, in Å:
C (1.76832, 1.69018, -0.15086)  -0.665
C (0.37053, 1.15212, -0.30195)  -0.124
C (-0.03775, -0.12074, -0.32563)  0.147
O (-1.38415, -0.38832, -0.53957)  -0.551
C (-2.13002, -0.51711, 0.68359)  -0.251
C (0.78198, -1.37280, -0.24506)  0.174
O (0.09785, -2.44342, -0.63832)  -0.645
S (2.32052, -1.48126, 0.27068)  -0.069
H (2.13440, 1.55613, 0.88969)  0.244
H (2.50846, 1.16544, -0.78135)  0.245
H (1.78506, 2.74630, -0.41150)  0.216
H (-0.43765, 1.86710, -0.44979)  0.214
H (-3.13794, -0.74663, 0.39805)  0.198
H (-1.72815, -1.36200, 1.30249)  0.181
H (-2.10064, 0.40577, 1.22876)  0.185
H (-0.81082, -2.15075, -0.92923)  0.500